Entry from the Open Molecules 2025 dataset: a cluster of 13 separate species, C61H143N5O21 in total at a distorted geometry (ωB97M-V/def2-TZVPD).

XYZ file:
```
230
Properties=species:S:1:pos:R:3:forces:R:3:mulliken_charge:R:1
C 21.634 14.710 10.941 -0.2 1.3 0.7 -0.945
C 21.568 16.220 10.714 -1.3 -0.9 0.5 0.450
O 22.736 16.545 10.003 -0.3 -0.5 -0.6 -0.696
O 20.747 14.287 11.962 1.2 -1.0 0.3 -0.317
H 22.644 14.580 11.321 0.1 -0.8 -0.3 0.440
H 21.402 14.200 10.007 0.4 -0.2 0.0 0.267
H 21.566 16.807 11.674 -0.2 -0.7 -0.7 -0.039
H 20.608 16.350 10.135 0.9 0.7 0.4 0.384
H 22.658 17.482 9.968 0.6 1.3 -0.4 0.210
H 19.926 14.746 12.001 -1.2 0.7 -0.2 -0.261
C 16.920 11.015 17.242 -0.6 -1.2 1.1 -0.226
C 17.013 10.567 15.788 0.0 1.9 1.5 -1.093
O 17.224 11.648 14.879 -0.2 -0.8 0.0 -0.050
O 15.704 11.761 17.391 0.7 0.0 0.2 -0.168
H 17.804 11.546 17.624 -0.2 0.3 -0.4 0.201
H 16.809 10.092 17.943 0.4 1.1 -1.3 0.418
H 16.103 9.988 15.704 -0.2 -0.2 -1.1 -0.008
H 17.887 10.005 15.753 1.3 -1.6 -0.4 0.708
H 16.350 11.929 14.552 -0.1 0.1 0.4 0.208
H 15.711 11.959 18.337 -0.4 0.4 0.2 -0.031
C 21.078 11.364 13.498 0.4 -0.7 2.4 -0.514
C 20.619 11.385 14.997 0.6 0.1 -0.3 -0.399
O 19.827 12.488 15.378 -0.5 0.6 -0.2 -0.335
O 22.178 12.246 13.270 -1.8 0.2 -0.7 -0.558
H 20.164 11.463 12.928 0.0 0.8 -0.7 0.172
H 21.430 10.360 13.310 0.2 -0.5 -0.1 0.490
H 21.499 11.524 15.638 0.1 -0.4 -0.3 0.372
H 20.158 10.415 15.270 -0.1 0.3 -0.2 0.245
H 18.928 12.515 14.991 0.5 -0.7 0.1 -0.006
H 21.719 12.991 12.831 0.6 0.1 0.3 0.243
C 16.092 18.859 10.737 -2.4 0.9 1.4 -0.012
C 16.934 18.172 9.771 1.7 -1.0 -1.1 -0.954
O 18.204 17.681 10.242 -0.6 1.5 -1.1 -0.449
O 15.415 18.015 11.682 -1.1 -0.2 -1.6 -0.747
H 15.192 19.242 10.162 1.3 0.4 0.5 0.346
H 16.602 19.602 11.376 0.0 0.3 -0.9 0.155
H 17.239 18.841 8.982 -0.4 0.4 -0.4 0.482
H 16.338 17.351 9.347 0.1 0.0 -0.1 0.303
H 17.955 17.008 10.829 0.1 -1.8 1.8 -0.072
H 15.966 17.839 12.423 1.1 -0.3 1.2 0.289
C 14.167 21.227 14.699 -2.4 0.4 -0.5 -0.494
C 14.114 21.158 13.163 1.8 -1.3 0.2 -0.195
O 13.555 19.901 12.806 -0.8 0.6 0.3 -0.642
O 14.573 20.055 15.336 1.1 -0.8 0.1 -0.378
H 13.081 21.352 14.929 0.6 0.4 0.3 0.235
H 14.733 22.072 15.090 0.1 -0.1 -0.1 0.444
H 15.142 21.173 12.730 -0.5 0.5 0.2 0.019
H 13.499 21.931 12.743 -0.1 0.6 -0.1 0.442
H 14.272 19.360 12.489 0.4 -0.9 -0.4 0.356
H 14.109 19.297 14.944 0.0 0.4 -0.1 0.129
C 17.199 14.506 19.464 -0.2 0.8 2.3 1.396
C 16.991 13.517 20.615 -0.5 -0.3 -1.3 -0.927
O 16.267 12.371 20.100 0.4 -0.5 1.0 -0.473
O 17.744 15.674 20.143 0.8 0.1 -1.9 -0.567
H 16.285 14.824 19.002 -0.7 -0.2 -0.5 -0.496
H 17.889 14.067 18.768 0.3 -0.1 -0.5 -0.071
H 16.391 13.888 21.443 0.4 0.6 0.0 0.366
H 18.012 13.273 20.880 0.1 -0.4 0.7 0.420
H 16.172 11.749 20.854 0.0 0.5 -0.9 0.247
H 18.191 16.202 19.425 -0.7 -0.6 1.2 0.022
C 16.463 13.527 11.969 0.2 -2.0 1.8 -0.107
C 16.616 14.928 11.603 0.7 2.1 -2.4 -0.261
O 17.806 15.431 12.268 -2.1 0.1 0.8 1.494
O 15.437 12.870 11.290 -0.6 -1.0 -1.3 -0.634
H 16.178 13.458 13.020 0.1 0.5 0.5 -0.241
H 17.429 13.003 11.966 -0.1 0.1 -0.6 0.191
H 15.709 15.552 11.806 0.7 -0.5 0.1 0.205
H 16.807 15.098 10.490 -0.3 -0.6 1.2 0.408
H 17.406 15.716 13.150 1.7 0.2 -0.7 -1.394
H 15.624 11.917 11.184 0.0 0.9 0.1 0.398
C 13.596 10.392 13.818 -2.6 -0.8 -0.6 -0.867
C 13.657 11.856 14.033 0.1 1.3 -0.7 0.096
O 14.738 12.236 14.834 0.8 0.7 -0.8 0.353
O 13.267 9.656 14.994 -1.4 0.2 -0.8 -0.589
H 14.422 9.934 13.325 1.1 0.0 -0.4 0.347
H 12.710 10.268 13.090 1.1 -0.2 1.1 0.385
H 12.757 12.207 14.551 -0.2 -0.3 -0.5 0.329
H 13.795 12.406 13.046 -0.4 -0.7 1.1 0.322
H 14.576 12.139 15.763 -0.1 -0.2 1.0 -0.554
H 13.970 9.530 15.608 1.1 0.2 0.4 0.335
C 16.877 20.332 18.992 1.7 0.4 0.6 -1.925
C 18.125 20.223 19.975 -0.4 -0.2 -0.9 1.883
C 18.321 18.757 20.258 -0.2 -1.5 1.6 -0.493
C 19.590 18.384 21.065 -0.4 0.8 0.2 -0.494
C 20.717 18.862 20.192 2.1 0.1 -0.3 -0.995
C 20.711 20.418 19.902 0.0 -2.0 0.3 1.549
N 19.387 20.556 19.265 -1.0 1.6 0.6 1.157
O 19.210 21.940 18.950 -0.1 0.3 0.6 -0.582
C 21.137 21.092 21.219 -0.6 1.8 -0.8 -1.841
C 21.710 20.775 18.787 0.3 0.7 -1.0 -1.705
C 17.823 21.066 21.185 -0.8 0.1 1.8 -1.723
H 16.050 19.765 19.330 -0.6 -1.2 0.7 0.590
H 17.103 20.019 17.987 0.3 -0.1 -0.4 -0.009
H 16.461 21.312 18.988 0.2 1.1 -0.3 0.517
H 17.470 18.272 20.786 0.1 0.5 -0.8 0.648
H 18.500 18.362 19.248 -0.5 -0.5 0.2 -0.908
H 19.667 17.286 21.242 -0.2 0.8 -0.2 0.415
H 19.646 18.903 22.069 -0.3 -0.6 -1.0 0.300
H 20.690 18.317 19.218 0.1 0.3 0.6 0.126
H 21.675 18.633 20.706 -0.2 0.0 -0.5 0.532
H 20.511 20.872 22.057 -0.3 -0.4 0.5 0.352
H 22.164 20.835 21.441 0.2 -0.3 0.0 0.437
H 21.108 22.200 21.139 0.0 -0.5 -0.1 0.358
H 21.327 20.291 17.847 0.7 0.1 0.7 0.009
H 21.809 21.877 18.518 -0.5 -1.1 0.7 0.261
H 22.757 20.500 19.023 -0.7 -0.3 -0.1 0.470
H 17.699 22.173 21.100 0.5 -1.0 -0.4 0.225
H 18.478 20.821 22.028 0.3 0.4 -0.3 0.351
H 16.868 20.706 21.600 -0.1 0.1 -0.3 0.476
H 19.534 21.900 18.072 0.3 0.7 -1.6 0.017
C 15.396 16.165 15.159 -0.4 -0.1 0.5 -0.598
C 16.837 16.441 15.657 -0.8 -0.8 0.5 3.049
C 17.595 15.110 16.024 -1.3 0.0 -0.9 1.144
C 19.057 15.328 16.329 0.5 0.6 0.1 -1.157
C 19.705 16.184 15.192 0.5 -1.6 -0.2 -0.304
C 18.930 17.446 14.740 1.2 -0.6 -0.9 2.028
N 17.576 16.979 14.537 -0.2 0.1 -0.6 0.601
O 16.853 17.953 13.826 -0.2 1.0 0.7 1.756
C 19.121 18.630 15.752 1.3 0.1 -1.0 -0.998
C 19.493 17.831 13.298 -0.4 -2.1 1.0 -1.058
C 16.727 17.330 16.892 -0.7 -0.3 0.0 0.050
H 14.793 15.508 15.857 1.0 0.3 -1.0 -0.225
H 15.423 15.859 14.106 -0.2 -0.8 0.3 -0.418
H 14.803 17.084 15.100 0.3 0.2 0.2 -0.562
H 17.011 14.659 16.853 0.5 0.0 -0.6 -0.308
H 17.550 14.428 15.126 -0.3 0.5 0.8 -0.734
H 19.572 14.357 16.263 -0.1 0.4 0.5 0.781
H 19.175 15.752 17.360 0.2 -0.1 -0.8 -0.189
H 19.917 15.398 14.369 -0.8 1.5 0.7 -0.938
H 20.724 16.441 15.463 0.2 0.4 0.3 0.830
H 18.282 19.284 15.836 -0.9 0.4 0.1 0.002
H 19.474 18.400 16.757 -0.3 -0.5 0.0 0.126
H 19.913 19.287 15.366 -0.1 -0.2 -0.1 0.208
H 19.629 16.885 12.700 -0.4 1.1 0.6 -1.017
H 18.950 18.548 12.719 -0.5 0.4 -0.1 0.279
H 20.450 18.213 13.498 1.5 0.6 0.0 0.567
H 16.248 18.292 16.701 -0.5 -0.2 -0.2 0.347
H 17.693 17.623 17.228 0.6 -0.3 0.9 -0.625
H 16.133 16.752 17.637 0.5 0.7 -0.2 -1.130
H 16.934 18.809 14.294 -0.3 -0.3 0.0 -0.334
C 22.003 23.394 14.129 1.7 0.5 -0.6 -2.080
C 20.536 23.472 14.403 -0.6 0.2 -0.7 1.960
C 20.298 23.471 15.876 0.1 0.6 1.9 -0.884
C 18.868 23.863 16.260 0.4 1.0 -0.2 -0.209
C 18.609 25.270 15.686 -1.1 0.4 1.2 -1.607
C 18.693 25.292 14.179 0.1 1.4 -2.1 1.752
N 20.077 24.830 13.900 0.2 -1.6 -1.8 -0.001
O 20.150 24.674 12.425 0.3 0.7 0.7 -0.498
C 17.579 24.593 13.374 -1.6 -1.6 1.6 -1.148
C 18.650 26.769 13.588 -1.0 -0.4 1.5 -1.886
C 19.934 22.232 13.735 -0.6 -0.8 0.4 -0.637
H 22.448 24.302 14.539 0.3 -0.1 0.1 0.568
H 22.240 23.419 13.036 -0.3 -0.3 0.8 0.449
H 22.506 22.508 14.573 -0.5 0.5 -0.2 0.177
H 20.600 22.478 16.258 -0.1 0.4 0.1 -0.101
H 20.923 24.271 16.383 -0.2 -1.0 -0.6 0.353
H 18.733 23.923 17.346 0.0 -0.3 -0.2 0.540
H 18.133 23.213 15.819 -0.4 -0.6 0.1 0.058
H 19.322 25.984 16.111 0.3 -0.1 -0.2 0.382
H 17.649 25.673 16.105 0.4 -0.5 -0.8 0.461
H 17.871 24.444 12.345 0.2 0.0 -0.1 0.420
H 17.307 23.578 13.832 0.4 1.2 -0.7 -0.179
H 16.595 25.160 13.371 1.3 -0.3 0.2 0.418
H 19.615 27.223 13.776 0.0 0.4 0.1 0.484
H 18.366 26.888 12.535 0.3 -0.6 0.2 0.317
H 17.820 27.261 14.160 0.9 0.0 -0.4 0.396
H 20.620 21.370 13.919 -0.6 0.4 0.4 -0.013
H 20.012 22.313 12.652 -0.7 0.3 0.0 0.590
H 18.894 21.992 14.129 1.2 0.2 -0.8 -0.297
H 20.925 25.195 12.164 -0.3 -0.1 0.3 0.340
C 12.078 14.418 16.276 -0.1 0.2 1.0 -0.407
C 12.151 13.890 17.823 1.6 0.1 -2.7 1.571
C 13.423 14.511 18.458 -0.1 0.6 0.4 0.162
C 13.286 16.060 18.694 -1.7 -1.8 -1.6 -0.480
C 12.089 16.239 19.613 0.8 -1.9 -0.4 -1.936
C 10.792 15.637 19.025 0.4 0.2 2.4 1.964
N 11.000 14.175 18.613 -0.8 1.8 1.2 0.074
O 9.860 13.761 17.873 -0.7 -0.7 0.6 -0.516
C 9.841 15.722 20.261 0.4 -0.3 0.0 -1.840
C 10.236 16.529 17.982 -0.9 -0.9 -1.1 -1.887
C 12.366 12.363 17.742 -0.2 1.1 0.0 -1.884
H 12.709 13.805 15.613 0.6 0.6 0.6 -0.482
H 12.301 15.539 16.194 -0.4 -1.8 -0.2 -0.040
H 11.106 14.136 15.860 -0.3 0.7 0.3 0.471
H 13.630 14.096 19.472 -0.2 -0.2 -0.7 0.459
H 14.279 14.238 17.802 -0.4 0.3 0.3 -1.062
H 13.148 16.541 17.724 0.1 0.3 0.1 -0.034
H 14.168 16.396 19.112 1.9 1.0 1.0 0.866
H 11.874 17.233 19.937 0.0 0.8 0.0 0.589
H 12.377 15.647 20.499 -0.4 0.3 0.1 0.413
H 8.899 15.233 20.084 -0.5 -0.2 -0.1 0.433
H 10.327 15.237 21.114 -0.2 0.0 -0.1 0.402
H 9.629 16.774 20.548 0.2 -0.6 -0.4 0.368
H 9.606 17.323 18.334 0.3 0.7 0.5 0.427
H 10.954 16.843 17.260 0.5 0.5 -0.5 0.315
H 9.524 15.903 17.477 -0.4 -0.2 -0.8 0.452
H 12.298 12.034 18.758 0.3 -0.6 0.7 0.573
H 13.367 12.223 17.330 -0.3 -0.5 0.1 0.287
H 11.585 11.842 17.191 0.1 0.1 -0.3 0.374
H 9.350 13.189 18.487 0.6 0.5 -0.5 0.372
C 24.255 19.544 10.639 -2.0 -0.1 -0.1 -2.251
C 24.706 19.217 12.026 -1.2 0.4 0.0 2.085
C 23.760 19.985 13.052 0.3 0.1 0.3 -1.136
C 24.003 19.365 14.428 -1.6 0.9 0.9 -0.541
C 23.695 17.931 14.378 0.7 -2.7 2.6 -0.291
C 24.662 17.136 13.475 -0.7 0.1 -1.2 1.802
N 24.434 17.776 12.129 0.8 -1.0 0.9 0.949
O 25.349 17.107 11.222 -2.1 -0.5 -1.1 -0.571
C 26.160 17.120 13.867 -0.4 -0.9 0.4 -1.595
C 24.174 15.702 13.402 -1.1 0.7 -2.2 -1.750
C 26.154 19.631 12.180 0.0 -0.8 2.6 -1.884
H 23.186 19.221 10.518 0.7 0.5 0.1 0.204
H 24.812 19.055 9.895 0.9 -0.8 -0.9 0.577
H 24.331 20.581 10.430 -0.1 1.2 -0.1 0.527
H 23.982 21.064 13.093 0.3 -0.3 -0.4 0.367
H 22.671 19.963 12.774 0.9 -0.5 0.1 0.159
H 23.468 19.776 15.340 0.2 0.2 -1.4 -0.087
H 25.022 19.378 14.728 1.1 0.7 0.1 0.431
H 22.651 17.683 14.171 0.1 0.1 -0.5 -0.766
H 23.829 17.520 15.453 -0.1 0.4 -1.4 0.541
H 26.381 16.193 14.457 -0.2 0.9 -0.3 0.475
H 26.841 17.074 12.989 -0.7 0.3 0.7 0.155
H 26.282 17.996 14.486 0.9 0.1 0.2 0.393
H 23.088 15.670 13.135 0.8 0.0 0.1 -0.514
H 24.737 15.172 12.622 -0.1 -0.1 0.4 0.506
H 24.270 15.234 14.330 0.3 -0.9 1.5 0.735
H 26.315 20.551 11.697 0.3 1.2 -0.5 0.539
H 26.849 18.886 11.812 0.0 0.0 -0.2 0.273
H 26.333 19.741 13.292 0.3 0.2 -1.3 0.334
H 24.667 16.669 10.611 1.4 0.7 1.0 0.476
```
Forces are in eV/Å.

## Properties
LUMO energy   0.27 eV
HOMO-LUMO gap   8.96 eV
HOMO level   -8.7 eV
Molecular weight   1282.8 g mol⁻¹
Total energy   -116012.2784 eV
ΔE to the lowest compared entry with this formula, charge and spin   368.3 kJ/mol
Multiplicity   1